[1]
Here is one molecule with the formula C4H6S2 at a distorted geometry from the OMol25 dataset. Energies are from ωB97M-V/def2-TZVPD.

```
12
Properties=species:S:1:pos:R:3:forces:R:3
S -0.48954 0.66722 -0.03331 0.14 -0.01 0.16
H -1.31529 -0.34052 -2.44815 -0.01 -0.41 0.43
C -1.12791 -1.23177 -1.81665 -0.37 0.15 0.04
S 0.89264 -2.00306 -0.11440 0.02 0.03 0.05
H 0.71864 -0.15799 1.94096 -0.11 0.85 -0.53
H -0.70665 -2.01940 -2.43666 0.03 0.01 0.06
C -0.19188 -0.93052 -0.66276 -0.14 0.00 -0.19
C 1.09640 1.94351 1.74102 0.60 0.44 1.02
C 0.56988 0.79011 1.37628 -0.05 -1.13 0.23
H -2.08959 -1.60469 -1.40142 0.49 0.33 -0.28
H 1.70321 2.02893 2.67703 -0.64 -0.16 -0.98
H 0.94008 2.85818 1.17807 0.05 -0.10 0.00
```
Forces are in eV/Å.

As for the charge: 0. The gap between HOMO and LUMO comes out at 0.315 Eh. The SMILES is C=CSC(C)=S. As for the spin multiplicity: 1.

[2]
Here is one molecule with the formula C4H6S2 at a distorted geometry from the OMol25 dataset. Energies are from ωB97M-V/def2-TZVPD.

```
12
Properties=species:S:1:pos:R:3:forces:R:3
S -0.88144 0.96214 -1.66796 -0.36 -0.12 0.01
H -1.14494 -1.82178 1.03167 0.48 -0.31 0.10
S 1.36350 -0.57653 -0.68294 -0.26 0.20 -0.60
H 2.00193 -0.43058 0.47529 -0.11 -0.05 0.44
H -1.39592 1.11796 1.10402 -0.09 0.17 -0.11
C -0.36999 0.76481 1.03081 -0.29 -0.87 0.77
H 0.25322 0.02025 3.04826 -0.20 -0.38 -0.64
H -0.59337 -2.25627 2.78539 0.31 0.20 -0.78
C -0.56127 -1.57044 1.92039 -1.34 -0.82 0.74
C -0.08158 0.40471 -0.38189 0.92 -0.30 -0.51
C -0.17102 -0.33343 2.08768 0.56 1.78 0.27
H 0.26922 1.60670 1.22789 0.36 0.50 0.32
```
Forces are in eV/Å.

As for the charge: 0. The gap between HOMO and LUMO comes out at 0.313 Eh. The SMILES is C=CCC(=S)S. As for the spin multiplicity: 1.

HOMO values (in eV) by entry order: -8.68 -8.77.
Energy relative to the best compared isomer or geometry (same formula, charge and spin) values (in kcal per mole) by entry order: 13.5 22.1.
Lowest unoccupied orbital energy values (in Ha) by entry order: -0.0036 -0.0089.